Entry 1:
ORCA calculation (ωB97M-V with the def2-TZVPD basis set) on the molecule C4H3NOS2 in a non-equilibrium geometry.

HOMO-LUMO gap = 7.6 eV
Structure (SMILES) = C#CC(=S)C(=O)NS
Max |F| = 5.5 eV/Å
Total energy = -29400.611 eV
Energy above the lowest of the compared OMol25 structures with the same formula, charge and spin = 85.8 kcal per mole

Positions of all 11 atoms, in Å:
C: 0.07412 -1.64914 -1.89783
C: 0.21617 -1.32702 -0.72562
C: 0.59818 -1.02248 0.53113
S: 1.81884 -1.78995 1.37953
C: -0.40759 -0.06808 1.06054
O: -1.14661 -0.45247 2.00780
N: -0.66492 1.29120 0.51284
S: 0.70577 2.30618 0.09484
H: -0.08261 -1.63484 -2.96189
H: -1.43536 1.72677 1.18662
H: 0.32400 2.61981 -1.18796

***

Entry 2:
ORCA calculation (ωB97M-V with the def2-TZVPD basis set) on C2H18Ni2O15 as an isolated structure in a non-equilibrium geometry.

HOMO-LUMO gap (alpha / beta) = 6.6 / 5.1 eV
Multiplicity = 6
Max |F| = 6.7 eV/Å
Total energy = -115154.774 eV
Net charge = +1
Expectation value of S² = 8.763

Positions of all 37 atoms, in Å:
Ni: 2.51951 -1.54161 -0.36978
Ni: -2.18692 1.58046 0.83406
C: -4.17528 0.22052 2.24992
O: -4.21790 1.31674 1.68040
O: -5.32663 -0.05884 2.67981
O: -3.17342 -0.40775 2.50331
C: -0.16551 0.25052 -0.16212
O: -1.13109 -0.25301 0.35036
O: 0.83465 -0.39724 -0.40227
O: -0.25784 1.48494 -0.27478
O: 2.21502 2.48484 -1.13521
H: 1.81891 3.34587 -1.26923
H: 1.48670 1.92478 -0.86666
O: -3.78326 -0.90678 -0.88550
H: -4.32234 -1.68267 -1.03924
H: -3.00278 -1.24062 -0.44319
O: 1.99851 -2.30828 -2.27860
H: 2.31320 -2.89235 -2.96857
H: 1.31541 -1.78611 -2.69926
O: 3.28152 -0.43447 1.21793
H: 2.78245 -0.20277 2.00117
H: 3.95971 0.23833 1.15773
O: -1.90311 -3.00106 -0.01642
H: -1.71569 -3.81054 0.45883
H: -1.17058 -2.42281 0.19628
O: -0.43736 2.17050 -2.83213
H: -1.13461 1.57379 -3.10419
H: -0.22730 1.90219 -1.93764
O: 1.21342 3.11101 2.18004
H: 1.45849 2.68834 1.35692
H: 1.66801 3.95318 2.16200
O: 3.42646 0.07224 -1.52615
H: 4.35955 -0.01119 -1.72270
H: 3.29437 1.00930 -1.38225
O: -0.77404 -2.04269 2.40245
H: -0.79968 -1.33475 1.75870
H: -0.04054 -2.59201 2.12598

***

Entry 3:
ORCA calculation (ωB97M-V with the def2-TZVPD basis set) on C22H35Cl2EuN4O3Se as an isolated structure in a non-equilibrium geometry.

HOMO-LUMO gap (alpha / beta) = 3.4 / 5.8 eV
Multiplicity = 8
Max |F| = 3.9 eV/Å
Total energy = -145206.770 eV
Net charge = -1
Expectation value of S² = 15.761

Positions of all 68 atoms, in Å:
O: -0.45442 -1.25366 -1.68296
C: 0.02037 -0.92277 -2.89360
C: 0.98198 -2.04013 -3.28331
C: 1.62425 -2.81484 -2.32224
H: 1.42274 -2.64230 -1.26015
C: 2.53282 -3.79181 -2.73656
H: 3.04430 -4.38736 -1.98333
C: 2.76568 -4.00078 -4.09747
H: 3.46965 -4.76976 -4.42062
C: 2.09052 -3.22343 -5.04832
H: 2.25761 -3.38521 -6.11141
C: 1.19524 -2.24186 -4.64176
H: 0.66441 -1.61428 -5.36146
H: -0.88183 -0.96614 -3.51307
C: -0.48984 1.55323 -3.00931
C: 0.57750 0.49394 -3.07942
H: -0.15650 2.47193 -3.50118
H: -0.75814 1.82445 -1.96799
H: -1.40665 1.15676 -3.46111
C: 1.93119 0.68643 -3.13014
C: 2.62847 2.04100 -3.17449
H: 2.60313 -0.18531 -3.07435
H: 3.21173 2.11430 -4.09055
H: 3.32810 2.15516 -2.33110
H: 1.90846 2.86808 -3.13961
Eu: -0.06889 -0.07036 0.15993
Cl: 2.09097 -1.26329 0.78788
Cl: 1.41895 1.87397 -0.86091
C: 1.10115 1.75674 2.15536
O: -0.02135 1.18454 1.95027
N: 1.21147 2.39406 3.29073
C: 0.01861 2.77996 4.04365
C: 2.50997 2.72306 3.80709
H: 1.94525 1.75203 1.43978
H: -0.87479 2.37834 3.55414
H: -0.03663 3.87816 4.09070
H: 0.10997 2.39112 5.06674
H: 3.26953 2.21277 3.19965
H: 2.57754 2.38675 4.84722
H: 2.66701 3.80696 3.76190
H: -4.57727 2.91014 0.07661
H: -5.97743 0.65908 -0.60625
C: -4.03160 2.63848 -0.83803
C: -5.19012 0.47834 -1.34830
N: -3.99189 1.17908 -0.96686
H: -3.01104 3.03400 -0.80044
C: -2.86792 0.52696 -0.80262
O: -1.87192 1.18199 -0.35061
H: -4.96406 -0.59526 -1.40126
H: -2.82377 -0.55266 -1.06474
H: -4.56532 3.04208 -1.70632
H: -5.52630 0.83862 -2.32850
C: 0.83066 -3.83042 2.70358
N: 0.15351 -2.75082 3.43336
C: 0.36880 -2.41520 4.76068
C: -0.52284 -1.44447 5.09071
N: -1.28604 -1.18104 3.96203
C: -2.42164 -0.25089 3.94123
C: -0.87215 -1.98789 2.91766
Se: -1.65356 -2.13511 1.25644
H: 1.35051 -3.44198 1.81850
H: 0.12171 -4.60276 2.38551
H: 1.57439 -4.29036 3.35938
H: 1.11029 -2.89920 5.35097
H: -0.68190 -0.94697 6.01738
H: -3.19435 -0.57235 4.65175
H: -2.09258 0.75233 4.24006
H: -2.87407 -0.18945 2.94357

***

Entry 4:
ORCA calculation (ωB97M-V with the def2-TZVPD basis set) on C33H48As3BrN3O2Ti as an isolated structure.

HOMO-LUMO gap = 7.5 eV
Max |F| = 0.9 eV/Å
Total energy = -319240.795 eV
Net charge = -1
Energy above the lowest of the compared OMol25 structures with the same formula, charge and spin = 21.0 kcal per mole

Positions of all 91 atoms, in Å:
Ti: 0.94712 -0.41223 -0.13825
O: -1.42609 -1.28966 -5.00658
C: -0.64514 -0.19208 -5.22110
C: -0.64803 0.38058 -6.48674
C: 0.13753 1.49584 -6.73935
C: 0.93301 2.03814 -5.73853
C: 0.91904 1.46893 -4.47159
C: 0.12717 0.36469 -4.19910
C: 0.04970 -0.20072 -2.79913
O: 0.85895 0.41570 -1.90218
N: 0.40295 -1.66833 -2.86918
N: 0.73353 -1.96073 -1.55357
C: 1.50997 -2.88598 -1.14412
C: 1.82900 -2.67174 0.26201
Br: 3.53797 0.41649 -0.06904
C: 2.48470 -3.62626 0.93799
C: 2.76882 -5.00249 0.47401
C: 4.01018 -5.58718 0.74402
C: 4.31458 -6.86655 0.31088
C: 3.37478 -7.60820 -0.39594
C: 2.12896 -7.05386 -0.65026
C: 1.82816 -5.77088 -0.21323
H: -1.11773 -1.72368 -4.18831
H: -1.26367 -0.06364 -7.25858
H: 0.13181 1.93689 -7.72892
H: 1.55379 2.90173 -5.94063
H: 1.51080 1.86739 -3.65645
H: -1.00355 -0.17553 -2.47259
H: 1.23753 -1.76644 -3.44824
H: 1.96093 -3.59698 -1.84755
H: 2.91487 -3.40425 1.91190
H: 4.74851 -5.01016 1.28946
H: 5.28985 -7.28811 0.52280
H: 3.60800 -8.60995 -0.73409
H: 1.37891 -7.62736 -1.18152
H: 0.83985 -5.36142 -0.38397
C: -0.65569 5.02191 2.15523
As: -0.41206 3.12074 1.67570
C: 1.49036 3.35902 1.27692
C: -0.41782 2.39964 3.51282
C: -1.28360 3.05017 4.39632
C: -1.52071 2.57689 5.67657
C: -0.88233 1.42528 6.10190
C: -0.02768 0.76429 5.23379
C: 0.21360 1.21850 3.93731
As: 1.41529 0.17082 2.76143
C: 3.10950 0.79054 3.51943
C: 1.35462 -1.54483 3.68563
H: -0.05144 5.28708 3.02304
H: -1.70029 5.26521 2.34412
H: -0.32476 5.60894 1.29763
H: 2.01205 3.84042 2.10588
H: 1.53275 4.00924 0.40140
H: 1.99325 2.43183 1.01327
H: -1.79947 3.94762 4.07918
H: -2.20297 3.10481 6.33182
H: -1.05207 1.03520 7.09808
H: 0.45229 -0.13932 5.58329
H: 3.13493 0.60632 4.59400
H: 3.22923 1.85537 3.32468
H: 3.91075 0.25770 3.00993
H: 1.65189 -1.47331 4.73074
H: 2.05722 -2.18834 3.16699
H: 0.36409 -1.98760 3.59948
C: -2.86647 -0.86917 -0.54512
C: -1.98642 -0.93761 0.70759
C: -2.59425 -0.05762 1.80391
C: -1.92119 -2.39000 1.19225
N: -0.65447 -0.49676 0.38298
H: -3.89265 -1.17403 -0.31711
H: -2.46892 -1.53199 -1.31694
H: -2.87924 0.14950 -0.93721
H: -3.62507 -0.35605 2.01806
H: -2.58807 0.98573 1.48536
H: -2.01203 -0.13608 2.72345
H: -2.91392 -2.75633 1.47092
H: -1.25776 -2.46559 2.05428
H: -1.51457 -3.02680 0.40410
C: -2.82884 2.69745 -3.67581
As: -1.96610 2.72297 -1.90433
C: -1.37724 4.60077 -2.01298
C: -3.63203 3.07531 -0.90623
H: -3.52930 3.52753 -3.78792
H: -3.36260 1.75439 -3.80148
H: -2.06663 2.75348 -4.45308
H: -2.17186 5.23753 -2.40563
H: -0.50255 4.67336 -2.65943
H: -1.10014 4.94781 -1.01638
H: -4.02028 4.07027 -1.13272
H: -3.44470 2.99284 0.16437
H: -4.38036 2.33301 -1.18596

***

Entry 5:
ORCA calculation (ωB97M-V with the def2-TZVPD basis set) on a 5-piece molecular cluster, C15H30O5 overall in a non-equilibrium geometry.

HOMO-LUMO gap = 9.4 eV
Structure (SMILES) = CC(C)=O.CC(C)=O.CC(C)=O.CC(C)=O.CC(C)=O
Max |F| = 5.3 eV/Å
Total energy = -26277.092 eV
Energy above the lowest of the compared OMol25 structures with the same formula, charge and spin = 33.3 kcal per mole

Positions of all 50 atoms, in Å:
C: -1.89640 0.06541 2.38492
C: -1.52433 0.28521 0.92205
C: -0.76417 1.54777 0.62124
O: -1.66688 -0.61436 0.01142
H: -2.82533 0.53571 2.70747
H: -1.08743 0.58195 2.90150
H: -1.77776 -0.94258 2.78238
H: -1.07076 2.31226 1.33514
H: -0.81301 2.00555 -0.36676
H: 0.28173 1.51252 0.92613
C: 0.32098 -2.64893 -1.47005
C: 0.96181 -4.00968 -1.63048
C: 2.32603 -4.10161 -2.23248
O: 0.35420 -5.01259 -1.38095
H: 0.16009 -2.20673 -2.45325
H: 1.01648 -1.97296 -0.97261
H: -0.59955 -2.82805 -0.91449
H: 3.12759 -3.84163 -1.54109
H: 2.40922 -3.38192 -3.04688
H: 2.47514 -5.06618 -2.71773
C: 3.10550 -0.82798 1.59880
C: 2.35166 -1.98600 2.32211
C: 0.90153 -2.16498 1.90159
O: 2.97180 -2.63550 3.14075
H: 4.17295 -0.89764 1.80812
H: 2.72595 0.12619 1.96430
H: 2.75546 -1.02302 0.58513
H: 0.84793 -3.23626 1.70775
H: 0.56401 -1.65779 0.99773
H: 0.28012 -2.00042 2.78186
C: 2.09263 1.02469 -1.38124
C: 2.82696 0.35346 -2.52607
C: 4.24877 0.74279 -3.02217
O: 2.28517 -0.62002 -2.98364
H: 2.16655 2.11209 -1.36697
H: 2.58693 0.74454 -0.45105
H: 1.08813 0.60436 -1.43024
H: 4.67221 -0.07418 -3.60641
H: 4.98361 0.97237 -2.25055
H: 4.03523 1.60517 -3.65367
C: -4.43632 2.59362 0.42675
C: -5.63892 3.36582 0.89737
C: -5.52636 4.85551 1.10980
O: -6.76487 2.83687 1.13548
H: -3.55644 3.05388 0.87627
H: -4.30662 2.77789 -0.63969
H: -4.48626 1.54681 0.72643
H: -6.45434 5.41419 0.98812
H: -4.84393 5.29882 0.38462
H: -5.05666 4.87556 2.09320

***

Question: Look up the total energy of the fifth one.
Answer: -26277.092 eV

***

What did the first record say?
ORCA calculation (ωB97M-V with the def2-TZVPD basis set) on the molecule C4H3NOS2 in a non-equilibrium geometry.

HOMO-LUMO gap = 7.6 eV
Structure (SMILES) = C#CC(=S)C(=O)NS
Max |F| = 5.5 eV/Å
Total energy = -29400.611 eV
Energy above the lowest of the compared OMol25 structures with the same formula, charge and spin = 85.8 kcal per mole

Positions of all 11 atoms, in Å:
C: 0.07412 -1.64914 -1.89783
C: 0.21617 -1.32702 -0.72562
C: 0.59818 -1.02248 0.53113
S: 1.81884 -1.78995 1.37953
C: -0.40759 -0.06808 1.06054
O: -1.14661 -0.45247 2.00780
N: -0.66492 1.29120 0.51284
S: 0.70577 2.30618 0.09484
H: -0.08261 -1.63484 -2.96189
H: -1.43536 1.72677 1.18662
H: 0.32400 2.61981 -1.18796